This record from OMol25 describes C32H32GeN3O3RhSi as an isolated structure. The level of theory is ωB97M-V/def2-TZVPD.

## Properties
⟨S²⟩ ... 0.758
Multiplicity ... 2
Highest occupied orbital energy (alpha / beta) ... -10.96 / -10.95 eV
Charge ... +1

Positions of all 73 atoms, in Å:
Rh (1.171, -1.013, 0.005)
O (0.218, -2.089, 3.753)
C (0.310, -1.888, 2.575)
N (1.318, -1.186, 1.908)
C (2.372, -0.508, 2.532)
O (2.593, -0.416, 3.705)
C (3.286, 0.133, 1.492)
C (4.436, 0.788, 1.867)
C (5.250, 1.313, 0.870)
C (4.888, 1.154, -0.458)
C (3.712, 0.487, -0.762)
N (2.933, -0.004, 0.199)
C (-0.730, -2.398, 1.587)
C (-1.885, -3.005, 2.021)
C (-2.788, -3.459, 1.065)
C (-2.486, -3.312, -0.278)
C (-1.303, -2.685, -0.641)
N (-0.456, -2.233, 0.277)
H (4.669, 0.868, 2.920)
H (6.162, 1.834, 1.129)
H (5.502, 1.541, -1.258)
H (3.368, 0.335, -1.776)
H (-2.052, -3.111, 3.084)
H (-3.715, -3.925, 1.369)
H (-3.159, -3.663, -1.047)
H (-1.021, -2.521, -1.672)
C (1.616, 0.452, -4.334)
Si (1.466, -1.224, -3.523)
C (3.061, -2.168, -3.708)
C (0.085, -2.157, -4.359)
O (1.145, -1.046, -1.915)
H (1.991, 0.326, -5.353)
H (2.307, 1.121, -3.814)
H (0.652, 0.961, -4.408)
H (3.279, -2.332, -4.766)
H (3.004, -3.146, -3.226)
H (3.911, -1.634, -3.277)
H (0.342, -2.326, -5.407)
H (-0.857, -1.603, -4.343)
H (-0.084, -3.138, -3.909)
C (0.736, 2.254, -1.201)
Ge (-0.097, 1.160, 0.161)
C (0.292, 1.868, 1.912)
C (1.155, 2.964, 1.988)
C (1.556, 3.464, 3.221)
C (1.120, 2.859, 4.388)
C (0.270, 1.761, 4.330)
C (-0.137, 1.272, 3.102)
C (-1.888, 0.679, -0.413)
C (-1.928, 0.139, -1.677)
C (-3.126, -0.323, -2.259)
C (-4.284, -0.265, -1.543)
C (-4.304, 0.294, -0.242)
C (-5.520, 0.375, 0.483)
C (-5.562, 0.956, 1.715)
C (-4.385, 1.501, 2.270)
C (-3.199, 1.428, 1.598)
C (-3.109, 0.798, 0.331)
H (0.248, 3.229, -1.138)
H (0.558, 1.829, -2.185)
H (1.807, 2.377, -1.058)
H (1.510, 3.447, 1.085)
H (2.213, 4.322, 3.266)
H (1.445, 3.238, 5.348)
H (-0.061, 1.277, 5.238)
H (-0.812, 0.423, 3.079)
H (-1.012, 0.039, -2.248)
H (-3.117, -0.734, -3.260)
H (-5.214, -0.629, -1.965)
H (-6.420, -0.023, 0.030)
H (-6.495, 1.021, 2.258)
H (-4.426, 1.995, 3.233)
H (-2.322, 1.885, 2.028)

Here are the Löwdin charges for atoms 1 to 6, given in e: Rh 1.10; O 0.15; C -0.42; N -0.04; C -0.41; O 0.16